{
  "formula": "C22H31N8O6PSn",
  "method": "ωB97M-V/def2-TZVPD",
  "species": ["Sn", "P", "O", "O", "O", "O", "O", "O", "N", "N", "N", "N", "N", "N", "N", "N", "C", "C", "C", "C", "C", "C", "C", "C", "C", "C", "C", "C", "C", "C", "C", "C", "C", "C", "C", "C", "C", "C", "H", "H", "H", "H", "H", "H", "H", "H", "H", "H", "H", "H", "H", "H", "H", "H", "H", "H", "H", "H", "H", "H", "H", "H", "H", "H", "H", "H", "H", "H", "H"],
  "coordinates": [[-0.63225, -1.40045, -0.81760], [1.50682, 1.00302, 1.75146], [-2.57355, 0.42146, 0.95913], [-3.65373, -4.45398, 0.12647], [-4.51096, 0.30604, 2.09172], [-2.44745, -2.76504, -0.75074], [-1.88581, -2.11493, 1.94218], [1.20441, -0.19319, 0.92223], [0.70036, -0.07679, -2.48791], [-1.86840, -0.61014, -2.87021], [0.93669, -5.31006, -2.32741], [0.32835, 2.15248, 1.64514], [1.66720, 0.61087, 3.34262], [2.91308, 1.72283, 1.25735], [1.34250, -7.45029, -1.14200], [0.52845, -2.95847, -1.86891], [-3.15013, -1.57782, 2.22918], [0.71371, -4.11252, -2.03974], [-0.09418, 3.00100, 2.74407], [1.13797, -6.43223, -1.66108], [-3.22048, -0.09430, -5.20507], [-3.33120, -0.18912, 1.67006], [-0.16482, 2.54448, 0.32653], [2.11881, 1.78438, -3.94196], [-3.10458, -1.09065, -3.04851], [-2.77364, -3.60718, 0.18530], [4.08690, 0.87272, 1.04250], [-1.92981, 0.38442, -5.01899], [-1.97822, -3.47993, 1.49490], [-1.27922, 0.10614, -3.82890], [2.71716, 1.13258, -2.87545], [3.20674, 3.13922, 1.41642], [2.46168, 1.37534, 4.28822], [-3.82327, -0.84259, -4.20810], [1.96201, 0.21312, -2.16625], [0.12511, 0.53377, -3.52993], [0.80528, 1.48920, -4.27304], [0.71646, -0.33135, 3.93866], [-3.50434, -1.70073, -2.23836], [2.66722, 2.52310, -4.51472], [0.16393, -0.85378, 3.15918], [0.31957, 2.01200, -5.08522], [-1.17627, 3.14805, 2.69243], [-3.95968, -2.18870, 1.81724], [1.84248, 2.00381, 4.93929], [-1.25823, 2.55227, 0.32553], [0.00715, 0.18439, 4.59837], [1.25418, -1.07425, 4.53297], [2.30975, 3.68847, 1.69908], [-1.43971, 0.94200, -5.80503], [4.79523, 0.94748, 1.87579], [-2.44348, -4.08974, 2.26558], [3.03037, 0.69649, 4.92810], [3.97405, 3.31051, 2.17981], [-3.30689, -1.51846, 3.30796], [0.16230, 1.82411, -0.42095], [2.36313, -0.30911, -1.29709], [0.13332, 2.53193, 3.70022], [-4.62119, 1.17134, 1.68645], [3.57908, 3.55791, 0.47684], [3.16916, 2.01778, 3.76503], [4.60776, 1.17697, 0.12948], [3.74484, 1.33147, -2.59730], [0.37611, 3.99281, 2.72287], [-3.74249, 0.10892, -6.13255], [3.77907, -0.16543, 0.93507], [0.19536, 3.54006, 0.03772], [-4.82345, -1.24083, -4.32556], [-0.95633, -3.82290, 1.32943]],
  "atomic_forces_ev_per_a": [[-0.37, -0.04, 0.38], [-0.27, -0.40, -0.31], [-0.31, -0.13, 0.21], [0.31, 0.38, -0.14], [0.01, -0.19, 0.07], [-0.04, -0.26, 0.15], [-0.10, -0.14, -0.22], [0.39, 0.29, 0.20], [0.29, 0.33, -0.31], [-0.32, -0.66, 0.16], [0.02, -0.25, -0.41], [-0.11, 0.26, -0.14], [-0.09, -0.10, 0.32], [0.42, 0.05, 0.04], [-0.12, 0.44, -0.26], [-0.05, -0.04, -0.15], [0.19, -0.12, -0.04], [0.01, -0.50, 0.52], [-0.07, -0.12, -0.07], [0.03, 0.36, 0.28], [0.03, 0.03, -0.01], [0.30, 0.08, -0.16], [-0.02, 0.03, 0.20], [0.01, 0.04, -0.01], [0.03, 0.16, 0.03], [-0.21, -0.08, -0.10], [-0.19, 0.23, 0.00], [-0.10, 0.05, -0.13], [0.05, 0.33, 0.06], [0.25, 0.02, 0.21], [-0.01, 0.02, -0.07], [-0.03, -0.16, -0.13], [-0.01, -0.14, -0.07], [0.04, 0.06, -0.05], [-0.10, -0.15, 0.13], [-0.04, -0.11, 0.06], [-0.01, 0.06, -0.02], [0.16, 0.13, -0.04], [0.16, 0.12, -0.17], [-0.03, -0.04, 0.03], [0.01, 0.05, -0.03], [0.01, -0.05, -0.01], [0.01, -0.02, -0.01], [-0.05, 0.00, 0.01], [-0.01, 0.00, 0.00], [0.06, -0.02, 0.03], [0.01, 0.00, -0.03], [0.02, 0.02, 0.01], [0.04, -0.05, -0.03], [0.01, 0.00, 0.04], [-0.02, 0.00, 0.00], [-0.05, -0.14, 0.01], [0.01, -0.02, 0.00], [0.00, 0.00, 0.03], [-0.07, -0.01, 0.13], [0.03, -0.03, 0.02], [-0.13, 0.11, -0.18], [-0.01, 0.03, -0.08], [-0.02, 0.29, -0.13], [0.01, -0.01, -0.01], [-0.05, -0.05, 0.03], [-0.01, 0.02, 0.02], [-0.08, -0.02, 0.00], [0.00, 0.00, -0.02], [0.03, -0.01, 0.04], [-0.04, 0.02, 0.01], [0.03, -0.02, 0.03], [0.09, 0.01, 0.02], [0.06, 0.03, 0.07]],
  "lowdin_charge": [1.400, 0.487, 0.063, 0.055, 0.117, -0.252, -0.186, -0.408, -0.005, 0.031, 0.083, -0.291, -0.302, -0.299, 0.083, -0.022, -0.121, -0.343, -0.096, -0.386, -0.044, -0.477, -0.094, -0.048, -0.089, -0.643, -0.099, -0.005, -0.116, -0.204, -0.039, -0.107, -0.101, -0.032, -0.124, -0.202, -0.006, -0.082, 0.102, 0.112, 0.065, 0.108, 0.087, 0.148, 0.078, 0.074, 0.083, 0.088, 0.063, 0.108, 0.083, 0.129, 0.088, 0.078, 0.146, 0.055, 0.100, 0.060, 0.123, 0.085, 0.062, 0.077, 0.106, 0.078, 0.113, 0.077, 0.085, 0.113, 0.129],
  "orbital_gap_ha": 0.2653,
  "fmax_ev_per_a": 0.8,
  "relative_energy_kcal_mol": 0.8
}

{
  "formula": "C22H31O2Si",
  "method": "ωB97M-V/def2-TZVPD",
  "species": ["Si", "O", "O", "C", "C", "C", "C", "C", "C", "C", "C", "C", "C", "C", "C", "C", "C", "C", "C", "C", "C", "C", "C", "C", "C", "H", "H", "H", "H", "H", "H", "H", "H", "H", "H", "H", "H", "H", "H", "H", "H", "H", "H", "H", "H", "H", "H", "H", "H", "H", "H", "H", "H", "H", "H", "H"],
  "coordinates": [[-3.05021, 2.37961, 2.65028], [6.66966, 2.46447, -1.33888], [0.89929, -0.41739, 3.91074], [2.91737, 1.14853, -0.14616], [4.38825, 2.91755, -0.88009], [7.76238, 1.51868, -1.44142], [2.54088, 1.14873, 2.73242], [3.92090, 0.21223, -0.40038], [-3.38276, 1.19917, 4.05024], [3.16081, 2.50259, -0.40518], [-0.45925, -1.74813, -2.42937], [-0.91963, -2.16539, 3.32299], [1.20020, -1.55763, -0.67654], [0.88245, -0.20843, -0.52584], [-0.02189, 0.39789, -1.40330], [5.43670, 1.97625, -1.03660], [5.18350, 0.60172, -0.81489], [-0.73669, -0.38204, -2.31728], [1.61321, 0.65756, 0.50563], [1.95545, 0.08113, 1.79245], [0.53794, -2.32533, -1.64279], [-0.12426, -1.62514, 2.14599], [0.87018, -0.61627, 2.69395], [-1.72598, 3.61665, 3.05737], [-2.87132, 1.55729, 0.98402], [-1.89615, 1.06055, 0.90118], [-1.02027, -2.37235, -3.13671], [-1.57115, 3.63185, 4.14664], [8.62757, 2.14684, -1.65664], [0.98702, 1.54429, 0.66751], [-0.76125, -1.16904, 1.37792], [-0.78252, 3.35305, 2.55747], [3.73955, -0.85010, -0.22729], [7.90873, 0.97159, -0.49810], [-2.73554, 1.45972, 4.90125], [-1.70529, -1.45472, 3.58815], [2.55116, 0.75337, 3.75616], [-2.96563, 2.31186, 0.19122], [-0.26461, -2.24579, 4.19437], [2.37451, 3.23870, -0.20480], [0.81756, -3.37912, -1.75138], [4.59629, 3.96614, -1.10530], [7.59137, 0.80586, -2.26166], [-3.19058, 0.16024, 3.74887], [-1.34712, -3.14085, 3.10116], [-1.50253, 0.08031, -2.94127], [3.54919, 1.45781, 2.44018], [-2.05116, 4.61516, 2.73017], [0.43845, -2.41755, 1.63743], [-0.17469, 1.48110, -1.35577], [2.70254, -0.72124, 1.64337], [5.97036, -0.15031, -0.93878], [-3.67167, 0.81807, 0.84806], [1.95872, -2.01838, -0.03257], [1.86983, 2.01908, 2.76068], [-4.43511, 1.30374, 4.35417]],
  "atomic_forces_ev_per_a": [[3.20, -2.28, 0.23], [0.10, -0.55, -0.11], [-0.42, -0.21, -1.82], [0.02, -0.02, 0.05], [1.00, -0.26, -0.20], [-0.51, 0.47, -0.02], [0.53, -0.07, 0.21], [-0.13, 0.23, 0.13], [-0.74, 0.74, 0.01], [-0.32, -0.41, 0.08], [-0.14, -0.13, -0.13], [-0.07, -0.26, -0.03], [-0.35, -0.16, -0.37], [0.42, 0.18, 0.22], [-0.31, -0.42, 0.14], [-0.31, -0.35, 0.33], [0.38, 0.67, -0.22], [0.21, -0.04, 0.10], [-0.51, 0.96, -2.89], [0.15, -1.20, 3.49], [0.27, 0.06, 0.33], [0.15, 0.06, 0.46], [0.43, 0.40, 0.79], [-1.04, 0.68, 0.25], [-1.57, 0.89, -0.10], [0.06, 0.17, 0.31], [0.30, 0.36, 0.28], [-0.08, 0.07, -0.37], [-0.07, -0.25, 0.03], [-0.01, 0.05, 0.01], [0.18, -0.07, 0.01], [-0.37, -0.08, -0.13], [0.09, 0.33, -0.08], [-0.06, 0.21, -0.22], [-0.27, 0.03, -0.26], [-0.08, -0.20, 0.09], [0.34, 0.27, -0.48], [0.19, -0.32, -0.03], [-0.26, -0.16, -0.18], [0.28, -0.23, -0.12], [-0.27, 0.41, -0.05], [-0.05, -0.35, 0.16], [0.05, 0.23, 0.20], [-0.18, 0.32, -0.19], [-0.21, 0.07, -0.01], [0.26, -0.15, 0.07], [-0.29, 0.07, -0.04], [0.46, -0.02, 0.10], [-0.12, 0.17, 0.06], [-0.03, -0.34, 0.03], [-0.17, 0.21, 0.16], [-0.39, 0.40, 0.00], [0.27, 0.07, -0.07], [-0.39, 0.13, -0.33], [0.22, -0.03, -0.15], [0.20, -0.36, 0.25]],
  "lowdin_charge": [0.982, -0.089, 0.040, -0.197, 0.006, -0.059, -0.032, -0.031, -0.152, -0.035, -0.084, -0.085, -0.064, -0.197, -0.049, -0.263, 0.000, -0.078, -0.249, -0.269, -0.060, -0.163, -0.291, -0.155, -0.159, 0.041, 0.110, 0.055, 0.094, 0.130, 0.109, 0.055, 0.109, 0.096, 0.060, 0.048, 0.080, 0.050, 0.082, 0.116, 0.114, 0.123, 0.096, 0.039, 0.081, 0.105, 0.094, 0.050, 0.118, 0.115, 0.153, 0.109, 0.054, 0.113, 0.085, 0.051],
  "orbital_gap_ha": 0.1386,
  "fmax_ev_per_a": 3.9,
  "charge": 1,
  "relative_energy_kcal_mol": 49.5
}

{
  "formula": "C22H32BF5NO7S",
  "method": "ωB97M-V/def2-TZVPD",
  "species": ["S", "F", "F", "F", "F", "F", "O", "O", "O", "O", "O", "O", "O", "N", "C", "C", "C", "C", "C", "C", "C", "C", "C", "C", "C", "C", "C", "C", "C", "C", "C", "C", "C", "C", "C", "C", "B", "H", "H", "H", "H", "H", "H", "H", "H", "H", "H", "H", "H", "H", "H", "H", "H", "H", "H", "H", "H", "H", "H", "H", "H", "H", "H", "H", "H", "H", "H", "H", "H"],
  "coordinates": [[-0.85572, 5.12578, -0.83701], [-2.23049, -2.29312, -2.09084], [3.78812, -0.55706, -5.05644], [1.88054, 0.31546, -5.55311], [-1.43990, -0.31865, -1.75218], [2.86593, 0.86838, -3.73115], [-0.39277, 0.37278, 4.68465], [-1.75110, 0.69024, 2.26099], [1.55932, -4.63562, 0.86823], [0.51326, -0.32852, 0.34683], [2.56101, -2.79615, -0.21628], [1.47432, -0.76116, 4.41578], [-0.93411, 3.74426, -0.26311], [-1.02553, -1.93778, -0.20562], [1.91418, -1.28522, -3.83244], [2.40579, -2.58031, -3.88434], [-2.03325, 2.07977, 2.01052], [0.16088, -0.57042, 4.22850], [0.07990, -1.96270, -2.43880], [-1.86204, -0.14143, 1.15644], [0.55779, -3.26802, -2.51143], [-1.34150, 2.92446, 3.05607], [-1.28317, 4.99064, -2.57292], [-1.03071, -3.18205, 1.65749], [0.75821, -0.95555, -3.12168], [1.81959, 1.52383, -0.39115], [-1.27948, -3.11563, 0.21456], [-0.57899, -1.64898, 3.48333], [1.35291, -2.30165, 2.00088], [2.62236, -0.16337, -4.54970], [-0.13792, -1.95206, 2.01471], [1.70533, -3.59188, -3.22340], [-0.59573, -0.96153, 0.89724], [0.49505, 1.11007, 0.23538], [-1.15758, -1.62027, -1.64349], [-2.34700, 5.97943, -0.32651], [1.83955, -3.28534, 0.85611], [-0.31272, 1.46798, -0.38619], [2.03677, -4.61513, -3.22402], [-1.70349, 2.41748, 1.02814], [-0.32300, 2.59556, 3.23053], [-2.29882, 6.12508, 0.75059], [-1.98640, -3.17856, 2.18450], [2.56168, 0.73689, -0.30324], [1.56899, -2.76299, 2.96096], [1.95243, -1.40053, 1.95381], [-0.48550, -2.59145, 4.01677], [1.71350, -0.15582, 5.13295], [1.68004, 1.71100, -1.45167], [0.03569, -4.06318, -1.99674], [2.38724, -5.12111, 0.78273], [-2.22663, 4.45469, -2.67675], [-2.65445, -0.87516, 1.35326], [-1.36148, 5.98890, -3.00188], [-2.39351, 6.94756, -0.82371], [3.30874, -2.83860, -4.40954], [-1.59269, -3.94623, -0.39458], [-1.89445, 2.97076, 3.98654], [-0.48815, 4.44122, -3.07278], [-3.21911, 5.37667, -0.57980], [0.42181, 0.06664, -3.12209], [3.34163, -2.30209, 0.05288], [-0.58589, -4.13164, 1.95396], [2.18636, 2.44492, 0.04363], [-1.27958, 3.93941, 2.66844], [0.44557, 1.54032, 1.22865], [-2.17502, 0.42055, 0.28024], [-1.63018, -1.39408, 3.50414], [-3.10642, 2.22035, 2.14414]],
  "atomic_forces_ev_per_a": [[0.08, 0.07, 0.02], [-0.21, -0.36, 0.07], [0.29, -0.09, -0.14], [-0.22, 0.08, -0.28], [-0.13, 0.21, 0.15], [0.05, 0.23, 0.29], [-0.60, 1.01, 0.79], [0.55, 0.08, -0.22], [-0.16, 0.27, 0.63], [-0.64, 0.22, 0.28], [0.61, -0.76, 0.39], [0.39, -0.61, 0.08], [0.04, 0.16, -0.26], [-0.59, -0.82, -0.68], [-0.06, 0.15, 0.10], [-0.52, -0.46, 0.41], [-0.11, 0.19, 0.71], [-0.24, -0.33, -0.16], [0.50, 0.27, -0.37], [-0.60, 0.04, 0.58], [-0.06, -0.12, 0.03], [-0.01, 0.33, -0.24], [-0.06, -0.06, -0.07], [0.41, -0.80, 0.56], [0.24, -0.63, 0.00], [-0.37, -0.07, -0.50], [0.47, 0.37, 0.91], [0.20, 0.24, -0.92], [-0.05, -0.45, -0.58], [-0.07, -0.26, 0.06], [-1.48, -0.67, 0.84], [-0.41, 0.74, 0.15], [1.41, 0.49, -0.75], [1.02, 0.26, 0.10], [0.69, 0.35, -0.59], [-0.10, -0.01, 0.02], [0.27, 0.53, -0.37], [-0.34, -0.07, 0.08], [0.17, -0.12, -0.12], [-0.21, -0.43, 0.03], [0.09, -0.14, 0.13], [0.05, -0.01, 0.00], [-0.24, 0.24, -0.03], [0.14, -0.05, 0.22], [0.00, -0.17, 0.10], [-0.06, 0.25, 0.02], [0.27, -0.09, 0.18], [0.20, 0.21, -0.14], [0.11, -0.01, -0.19], [-0.02, -0.10, 0.04], [-0.16, -0.32, -0.58], [0.00, 0.00, 0.05], [-0.11, -0.13, -0.07], [0.02, 0.01, 0.01], [0.02, 0.01, 0.01], [0.14, 0.20, -0.17], [-0.19, 0.08, -0.35], [0.10, -0.23, 0.24], [0.04, 0.01, 0.04], [0.03, -0.03, -0.02], [-0.11, 0.14, 0.11], [-0.23, 0.56, -0.20], [0.15, -0.08, -0.13], [0.10, 0.08, 0.17], [-0.03, 0.16, -0.04], [-0.34, -0.01, 0.17], [0.19, -0.09, -0.25], [-0.13, 0.29, 0.09], [-0.19, 0.00, -0.40]],
  "lowdin_charge": [0.855, 0.161, 0.159, 0.161, 0.155, 0.147, 0.142, -0.129, 0.159, -0.042, 0.162, 0.117, -0.567, 0.173, -0.084, 0.026, -0.232, -0.514, -0.092, -0.121, -0.016, -0.057, -0.260, -0.049, 0.072, -0.025, 0.077, -0.016, 0.003, -0.606, -0.270, -0.023, -0.264, -0.197, -0.443, -0.257, -0.638, 0.088, 0.118, 0.061, 0.070, 0.052, 0.153, 0.080, 0.126, 0.120, 0.145, 0.140, 0.061, 0.116, 0.122, 0.061, 0.150, 0.059, 0.059, 0.127, 0.170, 0.081, 0.050, 0.063, 0.134, 0.119, 0.144, 0.084, 0.070, 0.118, 0.135, 0.127, 0.129],
  "orbital_gap_ha": 0.2849,
  "fmax_ev_per_a": 1.8,
  "charge": 1
}

Number 1: HOMO energy -7.820 eV. Number 2: HOMO energy -10.110 eV. Number 3: HOMO energy -11.503 eV.